(1)
{
  "formula": "C19H18N4O4Se2Ta",
  "method": "ωB97M-V with the def2-TZVPD basis set",
  "total_charge": 3,
  "largest_force_ev_per_a": 1.6,
  "gap_ha": 0.252,
  "total_energy_ha": -6113.82975,
  "homo_ev": -17.75,
  "molar_mass_da": 705.25,
  "e_above_lowest_ev": 0.000,
  "symbols": ["Ta", "Se", "Se", "C", "C", "C", "C", "C", "N", "C", "C", "C", "C", "C", "N", "H", "H", "H", "H", "H", "H", "H", "H", "C", "C", "O", "C", "C", "C", "C", "C", "C", "O", "H", "H", "H", "H", "H", "H", "H", "N", "N", "C", "O", "O", "H", "H", "H"],
  "coordinates": [[-0.38581, -0.15985, -0.61493], [-2.83580, 0.59664, -1.60963], [-3.24514, 2.57853, -0.47134], [-2.17736, 2.23501, 1.06924], [-2.59285, 2.98479, 2.15654], [-1.91204, 2.87915, 3.35274], [-0.84470, 1.99816, 3.42374], [-0.49486, 1.28932, 2.30154], [-1.12375, 1.39248, 1.10285], [-1.57586, 1.36402, -2.86635], [-1.95595, 1.74156, -4.12353], [-0.96721, 2.33001, -4.91446], [0.30538, 2.51806, -4.39233], [0.59423, 2.07001, -3.11543], [-0.33818, 1.47436, -2.35410], [-3.45487, 3.63387, 2.06405], [-2.21941, 3.45662, 4.21538], [-0.28621, 1.86020, 4.33917], [0.33235, 0.61061, 2.35929], [-2.96369, 1.58361, -4.48181], [-1.19696, 2.63811, -5.92649], [1.07823, 3.00057, -4.97444], [1.57807, 2.19369, -2.67991], [3.23811, -0.46422, 1.83848], [1.85799, -0.81244, 1.41827], [1.36874, -0.07554, 0.47968], [1.10589, -1.87052, 2.02821], [1.67848, -2.64988, 3.05150], [0.95549, -3.65237, 3.66174], [-0.35168, -3.90870, 3.25531], [-0.95103, -3.16139, 2.24058], [-0.22232, -2.16988, 1.65334], [-0.77555, -1.41798, 0.63396], [3.59534, 0.40342, 1.29296], [3.90815, -1.30983, 1.65844], [3.27351, -0.25981, 2.91124], [2.70028, -2.47255, 3.35928], [1.40476, -4.24028, 4.44974], [-0.91523, -4.70507, 3.72514], [-1.96257, -3.35721, 1.91012], [1.69326, -1.07260, -2.11745], [1.05782, -1.20101, -3.36619], [-0.30289, -1.30303, -3.37113], [-1.01977, -1.31134, -4.30475], [-0.75461, -1.27573, -2.04382], [2.48795, -0.44522, -2.22538], [2.04862, -1.98550, -1.82749], [1.56367, -1.55084, -4.17157]],
  "atomic_forces_ev_per_a": [[0.908, 1.250, 0.191], [-0.023, 0.030, 0.076], [-0.079, 0.013, -0.105], [0.094, -0.038, -0.089], [0.039, 0.036, 0.097], [-0.075, 0.107, 0.083], [0.089, -0.048, 0.005], [-0.036, 0.076, 0.018], [-0.063, -0.138, -0.522], [-0.243, -0.143, 0.318], [0.252, 0.190, -0.165], [-0.017, 0.005, -0.017], [0.005, 0.032, -0.029], [0.033, 0.053, 0.056], [0.131, -0.298, 0.439], [-0.002, -0.016, 0.030], [-0.003, -0.004, -0.015], [-0.005, -0.004, -0.022], [-0.016, -0.024, 0.039], [0.000, 0.013, -0.010], [0.008, 0.033, 0.005], [0.002, -0.005, -0.002], [0.001, -0.025, -0.023], [0.018, -0.060, 0.055], [0.129, 0.010, -0.018], [-0.402, -0.075, -0.414], [0.164, 0.228, -0.194], [0.102, -0.108, 0.126], [-0.004, -0.007, -0.007], [0.015, -0.010, 0.015], [-0.227, -0.146, 0.036], [-0.062, 0.375, -0.255], [-0.049, -0.929, 0.472], [-0.015, 0.010, -0.017], [0.004, 0.002, 0.017], [0.006, -0.007, -0.012], [-0.031, 0.022, 0.015], [-0.001, -0.015, -0.011], [0.001, 0.016, 0.005], [0.007, -0.024, 0.039], [-0.212, 0.233, -0.089], [0.123, -0.102, 0.085], [0.214, 0.284, 0.064], [-0.242, -0.267, -0.017], [-0.585, -0.636, -0.544], [-0.033, 0.007, 0.065], [0.039, 0.097, 0.185], [0.041, 0.010, 0.044]],
  "nbo_charge": [2.458, 0.429, 0.374, 0.063, -0.256, -0.059, -0.216, 0.064, -0.599, 0.055, -0.225, -0.058, -0.212, 0.081, -0.626, 0.269, 0.272, 0.265, 0.199, 0.280, 0.275, 0.276, 0.230, -0.732, 0.669, -0.732, -0.314, -0.064, -0.202, -0.046, -0.260, 0.406, -0.707, 0.269, 0.290, 0.287, 0.249, 0.272, 0.268, 0.270, -0.635, -0.492, 0.879, -0.481, -0.789, 0.409, 0.404, 0.444]
}

---

(2)
{
  "formula": "C19H18N8O3S",
  "method": "ωB97M-V with the def2-TZVPD basis set",
  "largest_force_ev_per_a": 18.1,
  "gap_ha": 0.268,
  "total_energy_ha": -1796.02983,
  "homo_ev": -8.40,
  "molar_mass_da": 438.47,
  "e_above_lowest_ev": 17.383,
  "symbols": ["C", "H", "H", "C", "C", "O", "C", "C", "C", "C", "C", "C", "H", "H", "C", "C", "N", "N", "N", "C", "N", "O", "N", "C", "N", "H", "H", "C", "O", "N", "N", "C", "C", "C", "C", "C", "S", "H", "H", "H", "H", "H", "H", "H", "H", "H", "H", "H", "H"],
  "coordinates": [[-5.84158, 0.09098, -1.13943], [-5.89160, 0.60627, -0.28715], [-6.24642, 0.73467, -2.03425], [-6.38413, -1.36208, -1.17485], [-5.73510, -2.37519, -0.23617], [-4.50156, -2.65923, -0.40121], [-3.45601, -1.95978, 0.05715], [-3.37207, -0.72431, 0.63878], [-2.22353, -0.05557, 0.92828], [-0.93820, -0.53133, 0.42618], [-1.04325, -1.39510, -0.39267], [-2.26470, -2.15461, -0.78518], [-2.15788, -3.28458, -1.45695], [-0.04301, -1.83668, -0.83102], [0.25823, 0.18176, 0.58463], [1.45485, -0.33560, 1.17665], [2.40872, 0.57757, 1.25271], [1.72130, 1.76959, 1.06004], [0.57404, 1.65337, 0.60679], [-0.39549, 2.61923, 0.41453], [-1.61396, 2.45406, -0.28312], [-2.11179, 3.79082, -0.30116], [-1.06602, 4.74419, -0.08659], [-0.08795, 4.03331, 0.50793], [1.10206, 4.68613, 0.57841], [1.36346, 5.51343, 0.64896], [1.87540, 3.68884, 0.99438], [1.91705, -1.54275, 1.29176], [1.01592, -2.56246, 1.86506], [3.21375, -2.08739, 1.14660], [4.07963, -1.11199, 0.47131], [5.23633, -1.63817, 0.20839], [6.25538, -0.68806, -0.22904], [6.03493, 0.46010, -0.62669], [7.18632, 1.08909, -1.14813], [8.29967, 0.47906, -1.17321], [7.86709, -1.26142, -0.76554], [9.24921, 0.46260, -1.31344], [7.27056, 2.21815, -1.47306], [5.00974, 1.22820, -0.35902], [5.69051, -2.69558, 0.76807], [3.30552, -2.93520, 1.56115], [-2.27646, 0.70694, 1.74244], [-4.30004, -0.54011, 1.26921], [-5.88778, -1.64455, 0.82107], [-6.14401, -3.21138, -0.01257], [-7.42487, -1.40842, -0.87938], [-6.18041, -1.96797, -2.07625], [-4.80183, 0.18115, -1.55440]],
  "atomic_forces_ev_per_a": [[0.959, -1.323, -6.870], [-0.500, 1.742, 3.487], [-0.336, -1.165, 1.891], [0.805, -1.345, -0.454], [-2.492, 10.175, 4.867], [5.642, -1.675, -0.556], [4.499, 0.023, -6.716], [-2.904, 0.417, 4.089], [1.118, 0.286, 1.777], [-3.680, 10.830, 7.585], [-0.063, -14.083, -11.373], [0.858, -2.985, 1.684], [-0.316, 4.006, 2.014], [-2.117, 0.927, 0.350], [3.664, 2.202, 3.219], [-2.812, 6.517, -4.221], [-2.569, 6.032, 0.839], [6.718, 1.073, 1.223], [-4.922, -7.819, -0.635], [-2.665, 1.990, -2.806], [3.004, 2.818, 3.481], [2.158, -1.265, -0.940], [-1.205, -2.812, 1.899], [-1.326, 3.147, -3.262], [1.143, -16.080, 1.927], [2.056, 9.338, 0.991], [-2.236, 4.164, -1.505], [-1.223, -16.401, 5.216], [4.594, 5.574, -3.238], [-3.598, 8.669, -2.883], [1.095, -4.994, 0.442], [0.865, -1.146, 3.533], [1.462, -8.856, 0.360], [-4.315, 10.798, -0.922], [-1.684, 7.451, -1.292], [-3.045, -6.549, 1.301], [-0.349, 1.008, 1.100], [5.814, 1.361, -1.449], [-0.835, -2.096, 0.824], [3.115, -2.942, -1.007], [-1.688, 2.764, -2.004], [1.160, -3.237, 1.226], [0.105, -0.435, -1.131], [1.200, 0.740, -0.868], [0.397, -2.331, -1.741], [-4.060, -5.325, 0.808], [-0.406, 0.129, -0.438], [-0.705, 1.365, -0.838], [-0.379, -0.682, 1.018]],
  "nbo_charge": [-0.622, 0.205, 0.220, -0.436, 0.030, -0.481, 0.319, -0.308, -0.114, -0.209, -0.116, -0.224, 0.231, 0.213, 0.227, -0.073, -0.160, -0.073, -0.130, 0.201, -0.029, -0.171, -0.119, 0.270, -0.788, 0.382, 0.416, 0.617, -0.666, -0.429, -0.194, 0.069, -0.229, -0.213, -0.237, -0.274, 0.262, 0.216, 0.221, 0.251, 0.184, 0.419, 0.221, 0.223, 0.074, 0.179, 0.210, 0.207, 0.223]
}